Density functional theory data (ωB97M-V with the def2-TZVPD basis set) for a molecular structure, C33H38BrCl4CrGe2IN3.

Geometry as XYZ:
```
83
Properties=species:S:1:pos:R:3:forces:R:3
I 1.923137 2.553270 -0.376776 -0.14 0.21 0.02
Br 3.537214 6.162519 -1.277307 -0.03 0.04 0.01
Ge 5.115879 -0.455789 1.248411 -0.04 -0.10 0.00
Ge 0.971492 -3.838962 1.097281 -0.08 -0.06 0.04
Cr 1.121852 -0.144741 0.457762 0.04 -0.35 0.06
Cl 5.702503 0.587023 3.214302 0.02 0.00 0.01
Cl 2.862198 -0.841333 1.956973 0.24 0.03 0.08
Cl 3.426546 -2.161628 -1.169289 -0.14 0.03 0.03
Cl 5.772513 -2.564823 1.896850 0.05 0.01 0.01
N -3.002855 0.198019 -0.814928 0.18 -0.10 0.07
N -0.696184 0.090505 -0.525246 -0.22 0.11 0.03
N -2.028666 1.245049 1.009277 0.03 0.01 -0.13
C 5.308138 2.389255 -1.266661 0.04 0.11 -0.01
C 0.933065 1.384868 3.211001 0.07 -0.15 -0.04
C -5.539719 2.895158 -0.724428 -0.05 0.00 -0.01
C -0.085869 -2.984145 -3.256621 0.00 -0.02 0.02
C -1.096069 1.540354 2.056816 -0.09 0.04 0.02
C -0.784864 0.781216 -3.349073 -0.04 0.01 -0.02
C 1.578794 -3.803998 2.959805 -0.10 0.04 -0.06
C -4.310898 2.258857 -0.650453 -0.04 -0.07 -0.02
C 6.633270 2.676379 -0.965982 0.04 -0.12 -0.03
C 2.344021 -0.673427 -1.255615 0.03 0.02 -0.04
C -5.367512 0.150922 -1.216338 0.10 0.11 0.05
C -0.435872 -1.707524 -3.752557 0.01 0.01 -0.03
C 6.110294 5.021130 -0.832006 -0.04 0.13 -0.03
C 4.394466 3.424231 -1.352582 -0.14 -0.04 0.10
C 0.466317 2.252859 4.181450 0.04 0.02 0.05
C -0.676032 -0.636886 -2.859818 -0.03 -0.07 0.01
C -4.216057 0.884962 -0.872811 -0.07 -0.02 -0.05
C -5.268690 -1.322142 -1.481578 -0.01 -0.03 -0.01
C 2.277594 -4.985406 0.174282 0.00 0.12 0.06
C -2.980071 3.051873 2.874601 -0.04 0.02 0.00
C -1.609866 2.442601 3.007368 0.08 -0.08 -0.02
C -0.672988 -0.908406 -1.524191 -0.09 0.04 0.08
C 7.030866 3.989611 -0.743617 0.03 -0.01 0.01
C -0.667482 -4.982238 1.192045 0.07 0.07 0.00
C -6.681093 2.180397 -1.051242 0.04 0.02 0.01
C -0.502325 -2.264443 -0.902693 -0.04 -0.09 -0.06
C 0.177031 0.968109 2.098346 -0.03 0.03 -0.05
C 0.296076 -2.126994 0.440147 -0.18 0.13 0.14
C -6.578472 0.819364 -1.305208 -0.01 -0.01 0.01
C -0.064115 -3.258303 -1.926490 0.01 0.03 -0.04
C -1.842438 0.529686 -0.111380 0.14 -0.03 -0.08
C 4.789121 4.714776 -1.138410 0.11 -0.10 -0.05
C -0.809235 2.783638 4.082016 -0.02 0.01 0.00
H 2.286035 -4.875728 -0.904124 -0.04 0.02 -0.13
H 6.406301 6.048617 -0.657712 0.00 0.00 0.00
H -5.593125 3.960433 -0.540623 -0.01 0.02 0.00
H 3.273718 -4.744467 0.537154 0.11 0.04 0.02
H -1.157645 -5.080686 0.224598 -0.06 -0.01 -0.13
H 0.226127 -4.243984 -1.590830 0.03 -0.03 0.03
H -0.073105 1.416231 -2.819008 0.04 0.04 0.03
H 8.057237 4.210806 -0.481481 0.04 0.01 0.01
H 1.780908 -0.835425 -2.176927 0.07 0.06 0.00
H -1.382373 -4.540850 1.887643 -0.06 0.04 0.05
H -3.162608 3.747545 3.693192 0.01 0.01 0.02
H 4.988545 1.362951 -1.398452 0.00 -0.02 0.01
H -1.183782 3.478852 4.825123 -0.01 0.03 0.03
H -6.259119 -1.759165 -1.600141 -0.01 0.00 0.00
H 0.917593 -3.211128 3.589984 -0.06 0.07 0.03
H -0.474596 -1.984742 1.226625 0.12 0.10 -0.13
H -4.702586 -1.533218 -2.392088 0.03 -0.01 -0.04
H 3.058240 0.129268 -1.454834 -0.09 -0.11 0.01
H 0.208411 -3.754438 -3.961150 0.00 0.00 0.00
H -7.640602 2.674715 -1.114351 -0.04 0.02 0.00
H 2.580717 -3.397874 3.037626 0.14 0.04 0.00
H -1.781722 1.198839 -3.179691 -0.01 0.01 0.01
H 2.040827 -6.017722 0.437809 0.01 -0.09 0.01
H 1.109762 2.531417 5.007293 0.02 0.01 0.03
H 1.581311 -4.831428 3.323853 0.00 -0.11 0.07
H -3.785282 2.308690 2.906043 -0.03 -0.04 0.00
H -3.415725 2.826616 -0.441878 0.05 0.03 0.01
H 1.947359 1.020565 3.319633 -0.05 0.02 -0.01
H -2.832590 -0.500433 -1.526948 0.02 0.03 -0.02
H -2.991480 1.442576 1.222292 0.05 0.00 -0.01
H -0.407772 -1.513351 -4.817561 0.00 0.01 -0.01
H 7.350075 1.867373 -0.872746 -0.01 0.02 0.00
H -0.574733 0.837755 -4.417132 0.01 -0.01 -0.02
H -4.755567 -1.833431 -0.666842 0.03 -0.03 0.05
H -0.417550 -5.981568 1.547794 0.03 -0.11 0.05
H -1.523211 -2.596230 -0.601195 0.00 -0.02 -0.02
H -3.089170 3.606889 1.940003 -0.01 0.04 -0.05
H -7.463836 0.250285 -1.566380 -0.01 0.01 0.00
```
Forces are in eV/Å.

2S+1 = 6
net charge = -2
HOMO (alpha / beta) = -1.69 / -2.72 eV
relative energy (zero: lowest compared OMol25 entry of this formula, charge and spin) = 44.9 kcal per mole
Kohn-Sham gap (alpha / beta) = 0.19599 / 0.23353 Ha
E_tot = -308997.4382 eV

Formally, the Löwdin partial charges of the atoms, in units of the elementary charge, are as follows: 0.5148 0.6020 0.0661 0.7576 0.1392 -0.2074 0.1477 0.3850 -0.2018 0.1459 0.0411 0.1450 -0.1751 -0.1705 -0.0922 -0.1076 -0.2174 -0.0296 -0.2416 -0.0302 -0.1120 -0.6787 -0.2143 -0.0530 -0.1701 -0.3059 -0.1074 -0.2633 -0.1972 -0.0444 -0.2532 -0.0659 -0.2387 -0.2641 -0.1214 -0.2318 -0.1087 -0.3289 -0.1963 -0.3687 -0.0642 -0.0615 -0.3212 -0.7427 -0.0880 -0.0192 0.0820 0.0998 -0.0007 -0.0045 0.0765 0.0512 0.0878 -0.0204 0.0068 0.0683 0.0549 0.0918 0.0721 0.0167 0.0402 0.0855 -0.0929 0.0936 0.0907 -0.0258 0.0690 0.0058 0.0910 0.0082 0.0763 0.1149 0.0311 0.1233 0.0958 0.0903 0.0944 0.0714 0.0849 -0.0005 0.1463 0.0707 0.1029